(1)
C4H8N2O2 | ωB97M-V/def2-TZVPD

As for the LUMO energy: 0.80 eV. The value obtained for the energy relative to the best compared isomer or geometry (same formula, charge and spin) is 608.6 kJ/mol. The value obtained for the total energy is -11347.8047 eV. The gap between HOMO and LUMO is 0.3299 Eh. The SMILES is CC1(C)C(=O)N1NO. Its strongest force on any atom is 5.456 eV/Å.

Each line ends with the natural charge from an NBO analysis.
Positions of all 16 atoms, in Å:
O  -1.321  2.056  -1.951  -0.56
O  1.555  0.690  -1.876  -0.54
N  -1.293  1.472  -0.635  -0.20
N  -0.461  0.065  -0.739  -0.35
C  0.685  0.080  -1.355  0.73
C  0.335  -0.571  0.226  0.07
C  0.870  0.207  1.395  -0.66
C  -0.036  -1.998  0.496  -0.63
H  1.657  -0.361  1.900  0.23
H  0.827  -2.561  0.864  0.22
H  -0.426  -2.501  -0.394  0.22
H  -0.826  -2.052  1.260  0.20
H  1.292  1.172  1.099  0.23
H  -2.251  1.115  -0.566  0.34
H  -0.686  2.786  -1.857  0.48
H  0.080  0.401  2.133  0.22

=====

(2)
FIn | ωB97M-V/def2-TZVPD

As for the LUMO energy: -19.19 eV. The value obtained for the energy relative to the best compared isomer or geometry (same formula, charge and spin) is 27.6 kJ/mol. The value obtained for the total energy is -7862.4083 eV. The total charge is +2. The gap between HOMO and LUMO is 0.2822 Eh. Its strongest force on any atom is 3.853 eV/Å.

Each line ends with the Mulliken charge.
Positions of all 2 atoms, in Å:
In  -30.445  34.052  -8.401  2.10
F  -31.659  33.283  -6.704  -0.10

=====

The following HOMO values (in eV) correspond, in order, to the records above: -8.17; -26.87.